No. 1
DFT (ωB97M-V/def2-TZVPD) results for 14 unconnected molecules or ions with the total composition C47H127N5O19 at a distorted geometry.

Output
HOMO energy (alpha / beta) = 0.356 / -6.807 eV
LUMO level (alpha / beta) = 1.621 / 1.612 eV
net charge = -1
multiplicity = 2
expectation value of S² = 0.750

Each line ends with the Mulliken charge.
Positions of all 198 atoms, in Å:
C: 3.15093 2.38511 5.35435  -0.474
O: 4.29712 2.34777 4.52332  -0.476
H: 2.68460 3.36944 5.39596  0.229
H: 2.43681 1.70252 4.89369  0.116
H: 3.40793 2.01094 6.34533  0.343
H: 4.55666 1.42356 4.53321  0.298
C: 2.08965 -7.60361 5.33575  -1.026
O: 1.23906 -8.29173 4.46188  0.359
H: 1.65089 -7.36799 6.30533  0.112
H: 3.03306 -8.12002 5.51294  0.582
H: 2.46451 -6.64947 4.96532  -0.007
H: 1.78544 -8.86074 3.91480  -0.117
C: 0.53410 -0.68163 -4.34363  -0.254
O: 1.86013 -0.60144 -4.82965  -0.493
H: 0.29114 -1.74418 -4.33529  0.366
H: 0.41442 -0.29295 -3.33235  -0.246
H: 0.02506 -0.14628 -5.14511  0.330
H: 1.98901 -0.96846 -5.70731  0.270
C: 3.72172 -6.60194 1.58262  -1.694
O: 4.35073 -5.60380 0.77928  -0.082
H: 2.98831 -6.08018 2.19741  0.092
H: 3.31064 -7.40039 0.96489  0.375
H: 4.50475 -6.99511 2.23100  0.541
H: 4.83021 -5.98114 0.03813  0.255
C: 0.28636 -5.24427 0.07409  -0.285
O: -0.15589 -4.87879 -1.22863  -0.189
H: -0.28446 -6.12126 0.37929  0.629
H: 1.31272 -5.60992 0.10534  0.010
H: 0.12198 -4.42281 0.77145  -0.138
H: 0.16241 -5.58049 -1.80125  0.051
C: -1.44258 -8.74254 9.56737  -0.691
O: -1.81759 -7.34306 9.37998  -0.432
C: -2.41108 -7.29472 8.00091  -0.738
C: -1.28761 -7.48083 6.88740  -0.223
N: -1.10305 -8.84784 6.33023  -0.278
C: -2.10035 -9.15964 5.21632  -0.588
C: -1.81578 -10.45658 4.40140  -0.259
O: -2.59047 -10.33102 3.26203  -0.136
C: -2.47297 -11.57733 2.52522  -1.044
H: -0.45098 -9.01939 9.20935  0.240
H: -2.20260 -9.42020 9.17847  0.284
H: -1.27516 -8.82076 10.64158  0.275
H: -2.80398 -6.28120 7.92026  0.235
H: -3.15250 -8.09371 7.99930  0.441
H: -0.30347 -7.11060 7.17462  0.364
H: -1.32332 -6.83833 6.00762  0.341
H: -0.24146 -8.86636 5.80353  0.187
H: -2.18262 -8.28254 4.57443  0.264
H: -3.07920 -9.35658 5.65353  0.234
H: -2.08966 -11.35003 4.96253  0.288
H: -0.75986 -10.64795 4.21037  0.163
H: -1.46132 -11.91043 2.29346  0.368
H: -3.06374 -11.46319 1.61633  0.305
H: -2.90570 -12.43784 3.03547  0.334
C: 2.77176 6.68246 -4.26220  -0.550
O: 2.88073 5.41876 -3.55897  -0.213
C: 4.13847 4.73032 -3.83707  -0.507
C: 5.30283 5.24542 -3.03004  -0.877
N: 4.88647 5.53461 -1.66620  -0.383
C: 4.58458 4.21223 -0.95361  -0.202
C: 4.61528 4.32584 0.58546  -0.757
O: 3.63154 5.30871 1.10450  -0.189
C: 3.62287 5.54296 2.48700  -0.800
H: 2.21530 6.43686 -5.16671  0.205
H: 3.69990 7.24839 -4.34207  0.315
H: 2.06282 7.33576 -3.75355  0.042
H: 4.43088 4.79451 -4.88516  0.456
H: 4.08503 3.64364 -3.77068  0.381
H: 5.74114 6.14383 -3.46461  0.364
H: 6.11679 4.52125 -3.06371  0.421
H: 3.93866 5.84176 -1.83168  0.300
H: 5.33207 3.45465 -1.18908  0.408
H: 3.58856 3.82938 -1.17603  0.035
H: 5.59336 4.61340 0.97118  0.522
H: 4.27431 3.33100 0.87210  0.207
H: 4.59951 5.97022 2.71439  0.336
H: 3.37354 4.60880 2.99028  0.246
H: 2.88103 6.27813 2.79889  0.202
C: -0.07543 11.72122 -2.69423  -0.618
O: -1.37042 11.37028 -2.19193  -0.368
C: -2.14765 10.36793 -2.96159  -0.655
C: -1.88503 8.99480 -2.43824  -0.271
N: -2.38343 8.72554 -1.06746  -0.333
C: -1.58106 9.12913 0.12224  -0.946
C: -0.40480 8.23947 0.41470  -0.489
O: -0.78924 6.83174 0.57879  -0.411
C: 0.09769 5.94612 -0.09884  -0.220
H: 0.44290 10.83911 -3.07017  0.232
H: 0.48297 12.31466 -1.97027  0.233
H: -0.35889 12.41468 -3.48597  0.290
H: -1.82366 10.34696 -4.00211  0.373
H: -3.22693 10.47119 -2.84937  0.383
H: -0.85789 8.63002 -2.43946  0.057
H: -2.45109 8.26679 -3.01935  0.459
H: -2.66548 7.76634 -0.92440  0.300
H: -2.12279 8.94854 1.05069  0.361
H: -1.14379 10.12404 0.20623  0.349
H: 0.27544 8.60207 1.18535  0.485
H: 0.38804 8.37095 -0.32165  0.278
H: -0.16836 5.77566 -1.14203  0.206
H: -0.03958 5.04818 0.50363  0.044
H: 1.10790 6.35415 -0.13162  0.252
C: -0.89967 3.11574 -4.62190  -0.750
O: -1.07402 3.81626 -5.77856  -0.424
C: -0.67713 3.08115 -6.91736  -0.231
C: -0.39534 3.86621 -8.23395  -0.875
N: -1.55450 4.41563 -8.87436  -0.320
C: -2.25480 3.38181 -9.65339  -0.596
C: -1.55873 3.06139 -11.09322  -0.522
O: -0.34651 2.27582 -11.00622  -0.345
C: -0.49367 0.95550 -10.53131  -0.668
H: 0.14928 2.82210 -4.58220  0.316
H: -1.58107 2.26730 -4.55901  0.401
H: -1.30557 3.62754 -3.74931  0.269
H: -1.56755 2.47349 -7.07871  0.197
H: 0.17565 2.41011 -6.81460  0.345
H: 0.33693 3.32484 -8.83295  0.318
H: 0.16211 4.70505 -7.81718  0.460
H: -1.25898 5.23430 -9.38677  0.265
H: -3.20653 3.85876 -9.88757  0.332
H: -2.42674 2.56263 -8.95521  0.297
H: -1.45060 3.88873 -11.79459  0.361
H: -2.34266 2.51192 -11.61440  0.360
H: 0.33848 0.29698 -10.78028  0.298
H: -1.32773 0.49581 -11.06154  0.324
H: -0.53452 0.78533 -9.45545  0.185
C: 0.31796 2.24650 -1.19327  -1.027
O: 0.33361 1.89540 0.22315  0.232
C: 1.57646 1.37994 0.71262  1.210
C: 1.32495 1.05409 2.12892  -1.212
N: 0.25832 0.05199 2.27066  0.078
C: 0.64870 -1.34953 1.99040  0.172
C: 0.16458 -2.30044 3.17601  -0.277
O: 0.72852 -3.49576 2.74559  0.105
C: 0.49805 -4.61939 3.62951  -1.308
H: 0.89386 3.16034 -1.33930  0.141
H: -0.72735 2.49296 -1.37952  0.305
H: 0.78971 1.59168 -1.92591  0.213
H: 2.34843 2.12801 0.53225  -0.727
H: 1.87210 0.44893 0.22898  -0.057
H: 1.32495 1.99759 2.67472  0.128
H: 2.22951 0.60453 2.53851  0.538
H: -0.27997 0.43110 1.50474  0.203
H: 1.73436 -1.40142 2.07246  0.441
H: 0.40311 -1.92577 1.09836  -0.378
H: -0.89939 -2.53574 3.20210  -0.130
H: 0.47068 -1.98420 4.17320  0.362
H: 1.13352 -4.55162 4.51250  0.390
H: 0.88881 -5.52639 3.16826  0.231
H: -0.51537 -4.77214 4.00064  0.186
C: 4.61376 -1.29472 -2.25220  -1.514
C: 4.15213 -2.66248 -1.89958  0.658
C: 2.79311 -2.84654 -1.38521  0.089
O: 4.30201 -3.46092 -3.01661  -0.441
H: 4.68082 -0.67619 -1.35720  0.320
H: 4.03917 -0.80450 -3.03810  0.152
H: 5.58529 -1.39668 -2.73573  0.431
H: 4.91355 -3.05843 -1.22760  0.146
H: 2.37126 -2.10238 -0.70967  -0.300
H: 2.72527 -3.80880 -0.87768  0.092
H: 1.99276 -2.99186 -2.11075  0.111
H: 3.48217 -3.33214 -3.49918  0.274
C: -3.97144 -2.88696 4.68208  -1.493
C: -4.65379 -2.22070 3.45253  1.581
C: -5.59935 -3.20515 2.73993  -1.694
O: -5.50163 -1.11392 3.78368  -0.492
H: -4.53609 -3.47711 5.40387  0.402
H: -3.44203 -2.14308 5.27747  0.361
H: -3.20654 -3.47998 4.18071  0.232
H: -3.92111 -1.90895 2.70816  -0.382
H: -5.05469 -4.03841 2.29597  0.402
H: -6.16126 -2.89367 1.85939  0.400
H: -6.29761 -3.67768 3.43077  0.455
H: -6.25358 -1.28159 4.35644  0.259
C: -1.73444 -1.57513 -0.99403  -0.503
C: -2.64064 -2.63096 -0.36811  1.446
C: -4.05859 -2.35550 -0.41432  -1.854
O: -2.67260 -3.81219 -1.12942  -0.689
H: -1.52300 -0.76975 -0.29065  -0.086
H: -2.07415 -1.00579 -1.85922  0.466
H: -0.82185 -2.08968 -1.29484  0.024
H: -2.37387 -2.85331 0.66508  -0.369
H: -4.68719 -3.12626 0.03163  0.347
H: -4.35712 -2.06966 -1.42292  0.416
H: -4.41069 -1.53685 0.21334  0.322
H: -1.77277 -4.14672 -1.12400  0.271
C: -3.34779 2.83175 1.48596  -1.467
C: -3.64757 1.65745 2.37214  1.499
C: -2.78700 1.59448 3.61459  -0.787
O: -4.98383 1.65648 2.75977  -0.675
H: -2.38603 2.76337 0.97756  0.101
H: -3.32536 3.79133 2.00249  0.387
H: -4.11876 2.95306 0.72504  0.409
H: -3.46809 0.79810 1.72606  -0.357
H: -2.92375 2.45633 4.26777  0.371
H: -1.71920 1.61926 3.39716  0.072
H: -2.93108 0.62780 4.09715  0.087
H: -5.10084 0.81967 3.21545  0.343

=====

No. 2
DFT (ωB97M-V/def2-TZVPD) results for a single C4H9NO molecule at a distorted geometry.

Output
HOMO energy = -8.965 eV
ΔE to the lowest compared entry with this formula, charge and spin = 103.70 kcal/mol
LUMO level = 0.989 eV
multiplicity = 1

Each line ends with the Mulliken charge.
Positions of all 15 atoms, in Å:
N: 1.88823 0.26955 -0.13767  -0.582
C: 1.02426 -0.86765 0.35244  -0.543
C: -0.30490 -0.72238 -0.45692  -0.076
C: -1.73679 -0.53094 0.27966  -1.062
C: -1.03438 0.45619 -0.44023  0.247
O: -0.34938 1.35782 0.36927  -0.601
H: 2.15324 0.33751 -1.15480  0.248
H: 2.57897 0.49160 0.46103  0.168
H: 1.45944 -1.78617 0.14659  0.424
H: 0.88320 -0.81305 1.52686  0.200
H: -0.12179 -1.65004 -1.21909  0.210
H: -2.52322 -1.02092 -0.00613  0.380
H: -1.64541 -0.47971 1.36938  0.197
H: -1.48181 0.94779 -1.32965  0.287
H: 0.58570 1.21221 -0.19434  0.503

=====

No. 3
DFT (ωB97M-V/def2-TZVPD) results for a single CH5O2P molecule at a distorted geometry.

Output
HOMO energy = -9.079 eV
ΔE to the lowest compared entry with this formula, charge and spin = 26.33 kcal/mol
LUMO level = 0.732 eV
multiplicity = 1

Each line ends with the Mulliken charge.
Positions of all 9 atoms, in Å:
O: 0.09416 -0.20611 1.43272  -0.475
C: -0.25045 0.51215 0.31683  -0.390
P: -0.71873 -0.49189 -1.19660  0.099
O: 0.72696 -1.17321 -1.53645  -0.456
H: 0.58253 -0.97268 1.06608  0.358
H: 0.71098 1.26659 0.08338  0.221
H: -1.14887 1.01744 0.53437  0.299
H: -1.07411 -1.70420 -0.42630  0.044
H: 1.27943 -0.50088 -1.74818  0.301

=====

No. 4
DFT (ωB97M-V/def2-TZVPD) results for 2 unconnected molecules or ions with the total composition C6H11N at a distorted geometry.

Output
HOMO energy (alpha / beta) = -9.356 / -9.428 eV
ΔE to the lowest compared entry with this formula, charge and spin = 113.55 kcal/mol
LUMO level (alpha / beta) = -0.840 / -0.845 eV
multiplicity = 1

Each line ends with the Mulliken charge.
Positions of all 18 atoms, in Å:
C: 2.11551 -0.03116 -0.10915  -1.232
C: 0.92605 -0.96025 0.12577  -0.661
C: -0.44519 -0.27744 0.02209  1.005
C: -1.62004 -1.20900 0.32998  -1.659
C: -0.95756 1.98726 -1.44707  -0.462
C: -0.49708 0.86860 0.94473  -0.055
N: -0.53727 1.73824 1.70686  -0.477
H: 2.08982 0.42156 -1.10745  0.287
H: 3.05070 -0.59239 -0.01996  0.382
H: 2.14318 0.77869 0.62892  0.349
H: 0.99616 -1.41063 1.12328  0.310
H: 0.93764 -1.77943 -0.60263  0.376
H: -1.50463 -1.63345 1.33210  0.359
H: -2.56895 -0.66546 0.29277  0.370
H: -1.65800 -2.02271 -0.39983  0.413
H: -1.79824 2.19000 -0.74946  0.237
H: -0.10589 2.48041 -0.93280  0.222
H: -0.56366 0.09173 -1.01098  0.237